(1)
Here is a molecular structure, C32H88F6N8NaO8P at a distorted geometry from OMol25. Energies are from wB97M-V/def2-TZVPD.

The maximum force is 0.040 hartree/bohr. Its gap between HOMO and LUMO is 8.31 eV. The HOMO energy comes out at -8.677 eV. The energy comes out at -92926.826 eV. The LUMO energy is -0.368 eV. As for the energy relative to the best compared isomer or geometry (same formula, charge and spin): 108.3 kJ/mol.

Cartesian coordinates (Å):
P1 -4.034 3.646 26.426
Na1 -2.732 5.276 28.815
F1 -3.647 5.225 26.683
F2 -3.277 3.241 27.843
F3 -4.736 4.081 25.050
F4 -5.388 3.905 27.262
F5 -2.618 3.491 25.661
F6 -4.388 2.117 26.192
O1 -7.655 6.292 22.958
O2 -5.519 -1.411 20.687
O3 -7.197 8.493 27.478
O4 -7.987 2.175 19.822
O5 -3.869 4.446 21.014
O6 -5.345 -1.501 30.105
O7 -1.501 7.057 27.819
O8 0.501 1.364 27.592
N1 -3.417 -0.419 23.497
N2 -7.092 3.050 23.245
N3 -6.177 5.840 29.794
N4 -10.832 7.319 21.354
N5 -6.498 1.799 29.134
N6 -0.293 -1.470 28.313
N7 -5.068 7.951 21.251
N8 -0.542 4.347 28.319
C1 -6.349 7.802 28.361
C2 1.584 4.967 27.212
C3 -6.576 -0.175 27.611
C4 -8.826 7.028 22.794
C5 -6.893 6.597 24.075
C6 -9.584 6.606 21.547
C7 -4.321 -1.998 30.907
C8 0.340 5.487 27.932
C9 -7.963 0.995 22.328
C10 -5.132 -0.166 29.698
C11 -3.980 5.711 21.635
C12 -0.439 6.451 27.065
C13 -8.263 7.106 29.959
C14 -1.931 8.306 27.296
C15 -7.632 3.043 20.873
C16 -3.315 3.517 21.909
C17 -2.887 -0.555 21.168
C18 -2.107 -1.296 26.752
C19 -5.099 -1.342 22.051
C20 -8.689 6.622 20.312
C21 1.703 0.870 27.047
C22 -4.733 6.652 20.702
C23 -6.398 0.343 29.058
C24 -0.676 0.721 27.149
C25 -6.487 -2.386 20.486
C26 -4.019 -0.289 22.145
C27 -7.132 6.707 29.040
C28 -0.696 -0.795 27.057
C29 -6.522 9.330 26.560
C30 -4.148 6.709 19.294
C31 -7.129 2.231 22.053
C32 -8.719 2.825 18.808
H1 -5.964 10.121 27.078
H2 -6.177 -3.394 20.807
H3 -6.547 5.666 30.721
H4 -3.995 -1.279 31.670
H5 -5.994 5.986 24.135
H6 -4.698 7.430 18.693
H7 -6.725 3.981 23.062
H8 -0.874 1.087 26.121
H9 -6.438 2.700 23.939
H10 2.303 4.573 27.936
H11 -9.537 3.437 19.213
H12 -5.979 8.522 29.113
H13 -0.085 3.719 28.973
H14 -2.928 8.461 27.705
H15 -3.335 2.553 21.389
H16 1.839 -0.193 27.247
H17 -8.086 3.537 18.261
H18 -7.274 -0.095 29.544
H19 -9.314 6.597 19.417
H20 -7.474 -2.186 20.925
H21 -0.627 3.773 27.480
H22 -5.724 0.090 26.984
H23 -9.028 1.253 22.373
H24 1.388 4.109 26.568
H25 0.691 -1.333 28.508
H26 -3.797 3.359 22.876
H27 -8.786 6.253 30.386
H28 -8.033 7.494 20.316
H29 -3.066 6.858 19.240
H30 -6.668 -2.513 19.414
H31 -4.650 -2.906 31.413
H32 -7.717 0.556 23.299
H33 -3.411 -2.282 30.353
H34 -8.614 8.116 22.767
H35 -6.101 4.932 29.352
H36 -6.821 3.698 20.520
H37 -4.661 -2.309 22.326
H38 -6.586 7.656 24.059
H39 -8.499 3.636 21.202
H40 -7.411 6.450 25.035
H41 -4.300 -0.164 28.978
H42 -9.842 5.554 21.728
H43 -5.729 8.707 26.117
H44 -11.317 7.376 22.250
H45 -2.501 -1.566 21.286
H46 -4.285 5.724 18.841
H47 -9.012 7.754 29.503
H48 -2.611 0.197 23.552
H49 -7.250 2.089 28.515
H50 -5.688 2.232 28.699
H51 -9.111 2.030 18.180
H52 -2.240 3.696 22.048
H53 -4.311 8.608 21.396
H54 -3.171 -0.348 20.136
H55 -7.905 0.186 21.599
H56 -6.711 -1.260 27.611
H57 -5.987 -1.139 22.659
H58 -5.687 6.132 20.539
H59 -7.804 7.687 30.770
H60 -2.020 -2.287 26.317
H61 -4.079 -0.017 24.161
H62 1.741 1.062 25.968
H63 -2.007 8.267 26.206
H64 0.622 5.947 28.881
H65 -5.509 7.342 27.824
H66 -0.015 -1.196 26.305
H67 -7.317 9.653 25.899
H68 -10.677 8.308 21.159
H69 -0.930 5.924 26.239
H70 -7.513 0.225 27.218
H71 -0.790 -1.075 29.105
H72 -8.084 5.719 20.268
H73 -4.565 5.572 22.553
H74 -7.491 6.055 28.232
H75 -4.390 0.723 21.968
H76 -6.150 1.879 21.681
H77 -9.484 6.912 23.675
H78 0.221 7.240 26.696
H79 -1.566 1.051 27.690
H80 2.081 5.769 26.663
H81 -2.636 -0.623 26.073
H82 -2.089 0.175 21.342
H83 -1.249 9.108 27.586
H84 -2.704 -1.358 27.663
H85 -3.007 6.155 21.907
H86 2.525 1.394 27.530
H87 -4.902 0.508 30.534
H88 -5.496 7.787 22.155

(2)
Here is 2 unconnected molecules or ions with the total composition C4H13N2O from OMol25. Energies are from wB97M-V/def2-TZVPD.

The maximum force is 0.014 hartree/bohr. Its gap between HOMO and LUMO is 12.09 eV. The HOMO energy comes out at -14.642 eV. The energy comes out at -9381.254 eV. The LUMO energy is -2.555 eV. As for the energy relative to the best compared isomer or geometry (same formula, charge and spin): 31.8 kJ/mol. The net charge is +1.

Cartesian coordinates (Å):
O1 0.711 1.455 0.961
N1 0.006 -0.445 -0.725
N2 1.269 3.382 1.974
C1 -2.002 -1.100 0.537
C2 0.431 2.586 1.332
C3 -0.697 -1.575 -0.076
C4 1.296 -0.810 -1.331
H1 -2.657 -0.673 -0.219
H2 -0.039 -1.984 0.693
H3 0.996 4.297 2.291
H4 -0.886 -2.353 -0.821
H5 1.783 0.078 -1.726
H6 1.154 -1.528 -2.137
H7 -2.520 -1.941 0.990
H8 -1.821 -0.359 1.310
H9 -0.556 3.032 1.144
H10 0.181 0.321 0.000
H11 -0.608 -0.044 -1.442
H12 2.196 3.053 2.204
H13 1.940 -1.251 -0.573

(3)
Here is a single C21H27ClN4OS molecule from OMol25. Energies are from wB97M-V/def2-TZVPD.

The maximum force is 0.014 hartree/bohr. Its gap between HOMO and LUMO is 8.44 eV. The HOMO energy comes out at -7.953 eV. The energy comes out at -53580.966 eV. The LUMO energy is 0.483 eV. As for the energy relative to the best compared isomer or geometry (same formula, charge and spin): 24.8 kJ/mol.

Cartesian coordinates (Å):
Cl1 -2.422 -0.536 -2.715
S1 2.738 -0.626 1.646
O1 2.126 -1.557 -4.562
N1 0.961 1.199 0.900
N2 -0.239 1.651 3.389
N3 0.167 -0.876 1.678
N4 2.450 0.952 -3.177
C1 2.076 2.150 -1.079
C2 2.552 0.847 -1.731
C3 -2.130 1.224 4.773
C4 -1.114 -0.772 -0.376
C5 1.172 0.517 -3.719
C6 -1.017 1.580 2.319
C7 -0.997 -1.129 0.965
C8 -3.360 -1.636 -0.428
C9 -3.218 -2.030 0.893
C10 -2.947 1.159 3.655
C11 2.049 2.041 0.448
C12 -2.057 -1.791 1.607
C13 -2.384 1.337 2.402
C14 3.523 0.322 -3.927
C15 -0.347 1.815 0.987
C16 -1.917 -2.231 3.032
C17 1.060 -1.012 -3.814
C18 -2.295 -1.017 -1.055
C19 -0.779 1.473 4.580
C20 3.371 -1.203 -3.997
C21 1.214 -0.041 1.360
H1 3.596 0.683 -1.456
H2 1.938 3.030 0.898
H3 1.053 -1.460 -2.807
H4 0.448 -1.609 2.317
H5 -2.871 -2.579 3.419
H6 -4.277 -1.820 -0.964
H7 1.081 2.404 -1.450
H8 -0.093 1.537 5.414
H9 -0.275 -0.338 -0.896
H10 3.460 -1.635 -2.987
H11 4.482 0.588 -3.480
H12 -1.014 1.479 0.184
H13 1.977 0.003 -1.326
H14 -4.040 -2.531 1.381
H15 4.133 -1.643 -4.642
H16 0.145 -1.300 -4.332
H17 0.360 0.913 -3.107
H18 -0.200 2.893 0.869
H19 2.752 2.953 -1.371
H20 -2.988 1.284 1.509
H21 -2.528 1.085 5.766
H22 2.985 1.605 0.803
H23 -1.202 -3.051 3.111
H24 1.083 0.938 -4.725
H25 -1.564 -1.413 3.658
H26 -4.005 0.966 3.755
H27 3.486 0.725 -4.944

(4)
Here is a molecular structure, C29H49BrN2OP2Pt at a distorted geometry from OMol25. Energies are from wB97M-V/def2-TZVPD.

The maximum force is 0.099 hartree/bohr. Its gap between HOMO and LUMO (spin up / spin down) is 5.73 / 4.29 eV. The HOMO energy (spin up / spin down) comes out at -17.784 / -19.840 eV. The spin multiplicity is 5. The energy comes out at -127716.446 eV. The LUMO energy (spin up / spin down) is -12.051 / -15.548 eV. As for the expectation value of S²: 6.0809. As for the energy relative to the best compared isomer or geometry (same formula, charge and spin): 256.1 kJ/mol. The net charge is +4.

Cartesian coordinates (Å):
Pt1 -0.019 0.463 -1.776
Br1 0.726 3.002 -3.427
P1 -0.535 -1.597 -1.127
P2 2.353 0.391 -2.125
O1 0.660 0.589 1.754
N1 -5.516 -1.608 3.866
N2 1.224 1.083 3.898
C1 -4.458 -0.923 4.309
C2 -3.080 2.028 -0.829
C3 1.762 -3.289 -0.359
C4 2.047 0.849 5.071
C5 2.610 1.794 -0.900
C6 -0.602 -2.616 -2.633
C7 3.530 2.898 -1.369
C8 -6.150 -1.159 2.770
C9 -5.689 -0.066 2.015
C10 3.510 -0.779 -1.322
C11 0.398 2.269 3.894
C12 -3.909 0.166 3.627
C13 4.149 0.333 -4.512
C14 -1.777 1.677 -2.842
C15 4.980 -0.373 -1.352
C16 0.499 -2.540 0.056
C17 -2.210 -1.717 -0.343
C18 -2.112 2.949 -0.317
C19 -0.930 3.143 -0.978
C20 -3.752 1.408 1.438
C21 -2.990 1.602 -2.165
C22 -4.087 1.530 0.113
C23 -1.512 -2.008 -3.691
C24 1.250 0.278 2.803
C25 -2.371 -2.314 1.064
C26 2.020 -1.016 2.906
C27 -0.680 2.344 -2.164
C28 2.723 0.374 -3.944
C29 -4.466 0.551 2.383
H1 -0.949 -3.605 -2.299
H2 -0.153 3.834 -0.672
H3 -0.241 2.286 3.010
H4 -1.938 -3.318 1.159
H5 -4.019 -1.266 5.256
H6 1.987 1.725 5.720
H7 2.389 -1.212 3.916
H8 -0.219 -3.275 0.443
H9 2.635 -2.853 0.138
H10 1.688 -4.327 -0.008
H11 3.140 -0.810 -0.291
H12 1.375 -1.861 2.627
H13 -1.622 -0.916 -3.606
H14 3.478 3.727 -0.650
H15 -0.224 2.291 4.794
H16 -6.264 0.285 1.160
H17 1.588 2.158 -0.684
H18 1.018 3.174 3.907
H19 4.138 0.587 -5.580
H20 1.705 -0.025 5.643
H21 -1.103 -2.205 -4.687
H22 3.226 3.279 -2.346
H23 3.351 -1.770 -1.760
H24 4.569 2.557 -1.415
H25 1.941 -3.321 -1.440
H26 2.878 -1.000 2.220
H27 0.696 -1.790 0.840
H28 -2.287 3.413 0.660
H29 -1.691 1.480 -3.912
H30 5.179 0.445 -0.653
H31 0.433 -2.703 -2.986
H32 -4.955 1.038 -0.319
H33 2.197 -0.539 -4.260
H34 2.137 1.207 -4.380
H35 3.095 0.690 4.798
H36 5.306 -0.065 -2.352
H37 -3.444 -2.408 1.275
H38 -7.055 -1.690 2.492
H39 -2.518 -2.437 -3.651
H40 -1.941 -1.669 1.842
H41 4.552 -0.681 -4.435
H42 -2.600 -0.688 -0.350
H43 2.974 1.332 0.028
H44 -3.860 1.149 -2.657
H45 -2.803 1.856 1.776
H46 -3.053 0.687 4.069
H47 4.858 1.023 -4.044
H48 -2.802 -2.291 -1.073
H49 5.613 -1.218 -1.051